The following is a DFT calculation (wB97M-V/def2-TZVPD) of a cluster of 9 separate species, C28H66N10O19P2 in total.

The value obtained for the maximum force is 1.540 eV/A. The total energy comes out at -102480.0360 eV. The value obtained for the gap between HOMO and LUMO is 8.2540 eV. As for the structure (SMILES): CN(C)P(=O)(N(C)C)N(C)C.CN(C)P(=O)(N(C)C)N(C)C.C[C@H]1COC(=O)O1.C[C@H]1COC(=O)O1.C[C@H]1COC(=O)O1.C[N+](=O)[O-].C[N+](=O)[O-].C[N+](=O)[O-].C[N+](=O)[O-]. The highest occupied orbital energy comes out at -8.46 eV.

```
! RIJCOSX wB97M-V def2-TZVPD def2/J DEFGRID3
* xyz 0 1
C 6.1881 1.4978 -1.5860
N 6.1245 0.4382 -2.6200
O 6.6301 -0.6279 -2.3331
O 5.6249 0.7213 -3.6851
H 7.1775 1.9481 -1.6681
H 6.0601 1.1043 -0.5858
H 5.4773 2.2789 -1.8356
C -2.0613 3.1733 1.6855
N -2.4352 4.2786 0.7691
O -3.2955 5.0517 1.1488
O -1.8942 4.3058 -0.3200
H -2.0394 3.6068 2.6834
H -1.0727 2.8405 1.3862
H -2.7957 2.3765 1.7145
C -1.1909 -0.9273 -6.5859
N -1.1028 -2.0983 -5.6736
O -1.5313 -3.1544 -6.0712
O -0.5387 -1.9263 -4.6074
H -0.9384 -0.0514 -6.0001
H -2.2091 -0.8737 -6.9604
H -0.5025 -1.0672 -7.4125
C -0.4191 1.0862 6.6664
N -0.4372 1.8870 5.4047
O -1.2903 1.6465 4.5709
O 0.4318 2.7239 5.2944
H -1.4318 0.7633 6.8767
H -0.0871 1.8104 7.4032
H 0.2662 0.2513 6.5782
C -2.3926 -2.0508 4.3139
C -1.5232 -2.9373 5.1867
C -0.0827 -3.1830 4.7518
O 0.6007 -3.3779 5.9827
C -0.0980 -2.7156 6.9495
O 0.3247 -2.4774 8.0287
O -1.2870 -2.3099 6.4688
H -1.7625 -1.3711 3.7410
H -3.0751 -1.5179 4.9699
H -2.9470 -2.6879 3.6271
H -2.0013 -3.9094 5.3465
H 0.3105 -2.3000 4.2275
H 0.0220 -4.0121 4.0545
C 4.1690 -3.3886 -0.7859
C 4.1732 -4.8415 -0.3868
C 5.3149 -5.1994 0.5679
O 4.6223 -5.8497 1.6669
C 3.2975 -5.8660 1.4495
O 2.5061 -6.4391 2.1134
O 2.9919 -5.0917 0.3683
H 3.2504 -3.1305 -1.3158
H 4.9666 -3.1627 -1.5026
H 4.2993 -2.7115 0.0542
H 4.1741 -5.4224 -1.3101
H 5.8221 -4.3398 1.0044
H 6.0524 -5.9241 0.2344
C 2.2036 5.9837 0.4147
C 1.9811 4.9064 1.4472
C 2.7853 3.6186 1.1702
O 3.5234 3.3990 2.3812
C 3.3740 4.4443 3.2251
O 3.8806 4.5261 4.2907
O 2.5587 5.3758 2.6802
H 1.5797 5.8038 -0.4637
H 3.2502 6.1040 0.1328
H 1.9083 6.9621 0.8006
H 0.9196 4.6902 1.5650
H 3.4405 3.7821 0.3132
H 2.1734 2.7289 1.0531
O 0.3932 1.2954 0.5976
P 0.7961 -0.1138 0.7462
N 1.9185 -0.3046 1.9557
C 2.6694 -1.5276 2.1671
C 1.8747 0.5818 3.0949
N 1.5767 -0.8054 -0.5641
C 0.7333 -0.9165 -1.7463
C 2.8885 -0.2486 -0.8470
N -0.4410 -1.1463 1.1060
C -0.3082 -2.5877 1.1254
C -1.7813 -0.5706 1.0973
H 2.1210 -2.2545 2.7772
H 3.6181 -1.2601 2.6299
H 2.7707 -2.0191 1.2037
H 2.8829 0.8144 3.4297
H 1.2660 0.1932 3.9326
H 1.2791 1.4608 2.8378
H -0.2377 -1.3028 -1.4156
H 0.5067 0.0386 -2.2348
H 1.1239 -1.6400 -2.4598
H 2.8550 0.8402 -1.0143
H 3.6299 -0.3344 -0.0517
H 3.3274 -0.7375 -1.7182
H 0.1177 -2.9851 0.1937
H 0.2631 -3.0055 1.9531
H -1.2963 -3.0521 1.1458
H -2.5778 -1.3029 1.2209
H -2.0397 -0.0425 0.1708
H -1.9042 0.1713 1.8935
O -4.8296 1.9610 -1.8859
P -4.3448 1.2481 -3.0561
N -3.1006 1.9752 -3.8717
C -3.2720 2.6641 -5.1434
C -2.0034 2.4566 -3.0418
N -5.5304 0.9541 -4.1796
C -6.9218 1.0332 -3.7462
C -5.2890 0.4078 -5.4889
N -3.6596 -0.2064 -2.6042
C -2.7796 -0.9799 -3.4525
C -4.3681 -0.9830 -1.5952
H -2.4529 3.3840 -5.2024
H -4.1763 3.2793 -5.2169
H -3.2587 2.0077 -6.0091
H -1.0524 2.4592 -3.5770
H -1.9308 1.8260 -2.1561
H -2.2078 3.4742 -2.6957
H -7.0529 0.6499 -2.7329
H -7.3311 2.0429 -3.7952
H -7.5093 0.3597 -4.3758
H -5.8926 -0.4995 -5.6245
H -5.6520 1.0855 -6.2729
H -4.2451 0.1798 -5.6358
H -2.7034 -0.6100 -4.4703
H -1.7560 -0.9868 -3.0421
H -3.0197 -2.0477 -3.4695
H -3.8040 -1.0502 -0.6633
H -4.5845 -1.9998 -1.9298
H -5.3108 -0.4944 -1.3464
*
```

=====

The following is a DFT calculation (wB97M-V/def2-TZVPD) of a cluster of 11 separate species, C28H66O17S8 in total.

The value obtained for the maximum force is 5.176 eV/A. The total energy comes out at -151585.2833 eV. The value obtained for the gap between HOMO and LUMO is 8.4929 eV. Its relative energy (zero: lowest compared OMol25 entry of this formula, charge and spin) is 100.5 kcal per mole. The highest occupied orbital energy comes out at -8.80 eV.

```
! RIJCOSX wB97M-V def2-TZVPD def2/J DEFGRID3
* xyz 0 1
C 2.4828 3.5689 -2.3465
C 4.0023 3.9400 -2.4403
C 4.3615 4.7306 -3.7013
O 4.3982 6.0114 -3.2916
C 4.3763 6.1832 -2.0326
O 4.3916 7.2527 -1.4336
O 4.1811 4.9891 -1.4253
H 1.8785 4.2331 -2.9644
H 2.0670 3.8932 -1.3926
H 2.2042 2.5486 -2.6102
H 4.6543 3.0936 -2.2244
H 3.6108 4.5434 -4.4691
H 5.3814 4.4117 -3.9161
C 0.5716 -3.7498 -0.6363
C -0.3132 -4.2114 0.4724
C -1.2765 -5.4030 0.1860
O -0.9478 -6.2517 1.3211
C 0.1440 -5.8173 1.9740
O 0.6479 -6.3259 2.9898
O 0.6212 -4.8084 1.3593
H 1.3003 -3.0299 -0.2637
H 0.0259 -3.1001 -1.3205
H 1.0350 -4.5100 -1.2650
H -0.8904 -3.3521 0.8138
H -1.0514 -5.8289 -0.7918
H -2.3108 -5.0670 0.1122
C 0.8236 -2.8153 3.9588
C 0.6158 -1.6339 4.8550
C -0.4034 -0.6682 4.1054
O -1.5551 -0.6735 4.9742
C -1.2999 -1.4016 6.1463
O -2.0492 -1.5265 7.0755
O -0.1001 -1.9307 6.0782
H 1.8597 -3.1384 4.0591
H 0.5325 -2.7162 2.9130
H 0.2169 -3.5668 4.4641
H 1.5264 -1.0486 4.9830
H -0.5648 -0.8293 3.0395
H 0.0625 0.3111 4.2144
C -3.8382 -3.3055 -3.0867
S -2.3170 -4.1612 -3.7542
O -1.7083 -5.0897 -2.7359
C -3.1367 -5.2767 -4.9006
H -3.7069 -2.2627 -2.7978
H -4.2055 -3.8772 -2.2345
H -4.6255 -3.2045 -3.8338
H -4.0101 -5.8331 -4.5605
H -2.4175 -6.0720 -5.0965
H -3.4737 -4.7703 -5.8051
C -1.7002 0.0639 -1.5616
S -1.0712 0.2206 0.1518
O -0.7146 -1.1005 0.7222
C 0.5535 1.0115 0.0657
H -1.4273 0.9853 -2.0761
H -2.7243 -0.2110 -1.8141
H -1.0956 -0.6942 -2.0594
H 0.5176 2.0823 0.2660
H 1.0092 0.8829 -0.9161
H 1.0983 0.5398 0.8834
C -0.3853 6.4830 1.2875
S -1.2257 4.8607 1.5638
O -0.8563 4.1810 0.2681
C -0.1517 4.3835 3.0269
H 0.6959 6.3907 1.1837
H -0.5210 7.1417 2.1453
H -0.6696 7.0868 0.4258
H -0.3847 5.1176 3.7982
H 0.8502 4.1933 2.6420
H -0.4140 3.4404 3.5063
C 2.2909 0.6023 -5.0075
S 0.8837 0.1391 -3.9701
O 1.3968 -0.8230 -2.9082
C 0.0055 -0.9373 -5.2017
H 2.2929 1.6511 -5.3044
H 2.2244 0.0463 -5.9427
H 3.2763 0.4239 -4.5771
H -1.0373 -1.1664 -4.9824
H 0.5641 -1.7564 -5.6546
H -0.2013 -0.3312 -6.0837
C -6.0947 2.3330 0.3956
S -4.5010 1.7037 -0.2964
O -4.7084 0.7404 -1.4149
C -3.7053 3.2636 -0.9065
H -6.0049 3.3779 0.6927
H -6.4768 1.6443 1.1491
H -6.7524 2.3404 -0.4736
H -4.4013 3.7890 -1.5605
H -2.7259 2.9393 -1.2584
H -3.4857 3.7709 0.0329
C 4.1933 1.4961 5.2199
S 2.4177 1.3688 4.6429
O 1.8522 2.7913 4.6580
C 2.4946 1.0555 2.8124
H 4.3602 1.9336 6.2042
H 4.8326 2.1263 4.6017
H 4.5512 0.4711 5.3165
H 2.5719 -0.0248 2.6897
H 3.3282 1.5324 2.2970
H 1.5342 1.4997 2.5509
C -3.4250 -2.7814 2.1941
S -4.8058 -2.8783 0.9259
O -5.0402 -4.3789 0.9868
C -6.2015 -2.1983 1.9278
H -3.9446 -2.6194 3.1385
H -2.7204 -1.9555 2.0964
H -2.8589 -3.7080 2.0991
H -6.2500 -2.5661 2.9527
H -6.9693 -2.7118 1.3491
H -6.0828 -1.1163 1.8694
C 6.1176 -0.1952 -2.2537
S 5.5693 -0.0735 -0.4804
O 5.7451 1.3309 0.1137
C 3.7609 -0.1776 -0.7022
H 5.9472 -1.1910 -2.6628
H 7.1610 -0.0247 -2.5189
H 5.4863 0.4558 -2.8585
H 3.6569 -1.0786 -1.3068
H 3.2989 0.6811 -1.1892
H 3.4251 -0.3267 0.3241
*
```

=====

The following is a DFT calculation (wB97M-V/def2-TZVPD) of a cluster of 7 separate species, C28H67F3N2O16P2 in total.

The value obtained for the maximum force is 6.752 eV/A. The total energy comes out at -92595.6303 eV. The value obtained for the gap between HOMO and LUMO is 7.7122 eV. The highest occupied orbital energy comes out at -7.16 eV.

```
! RIJCOSX wB97M-V def2-TZVPD def2/J DEFGRID3
* xyz 0 1
N 1.1662 -21.0418 11.0704
H 0.2476 -21.4381 11.2091
H 1.6157 -21.4795 10.2790
H 1.7748 -21.1807 11.8643
H 1.0596 -20.0866 10.7600
C 0.2081 -17.6384 9.3552
O 0.6600 -16.3998 8.8556
O 1.2203 -18.5291 9.8176
C -1.1666 -17.3370 10.1636
F -2.1425 -18.1481 9.8320
F -1.0053 -17.5014 11.5007
F -1.6394 -16.0999 9.8885
C 0.3514 -16.1292 7.4729
C 1.0106 -14.7667 7.1466
H 0.8942 -14.5460 6.0855
H 0.5772 -14.0608 7.8551
H 2.0986 -14.7952 7.2060
H -0.7211 -16.0179 7.3134
H 0.6186 -16.8827 6.7320
H -0.1820 -18.2191 8.5194
C -3.6772 -21.4235 11.6657
C -2.1297 -21.0655 11.5549
N -1.2602 -22.2287 11.6297
C -1.1769 -22.8285 13.0059
C 0.1189 -23.6433 13.2235
C -1.4649 -23.2330 10.5367
C -1.5767 -22.5290 9.1579
H -3.9417 -22.3375 12.1975
H -3.9879 -21.4982 10.6236
H -4.2719 -20.6488 12.1497
H -1.8642 -20.5187 10.6501
H -1.8632 -20.3619 12.3437
H -1.2131 -21.9473 13.6465
H -2.0810 -23.3978 13.2217
H 0.2540 -24.5772 12.6780
H 1.0001 -23.0813 12.9138
H 0.2840 -23.9407 14.2590
H -2.3550 -23.8471 10.6737
H -0.6090 -23.9077 10.5194
H -0.8155 -21.7665 8.9930
H -2.5246 -21.9935 9.1054
H -1.6200 -23.1591 8.2695
C 0.4099 -26.1582 6.7853
C 1.4116 -25.1780 7.3670
O 1.0931 -23.8590 6.9806
P 2.0149 -22.5931 7.4403
O 1.9661 -22.2271 8.8936
O 3.5255 -22.9808 6.9059
C 3.8774 -23.4001 5.5806
C 5.1497 -22.5778 5.3409
O 1.5792 -21.4203 6.3756
C 1.7342 -20.0687 6.7639
C 3.1539 -19.6309 6.8665
H 0.5741 -26.1695 5.7078
H 0.5374 -27.1849 7.1285
H -0.6331 -25.8520 6.8656
H 1.2915 -25.3880 8.4298
H 2.4014 -25.4970 7.0405
H 4.1186 -24.4572 5.6921
H 3.0196 -23.2021 4.9378
H 5.9469 -22.9113 6.0052
H 5.4338 -22.5191 4.2902
H 4.9388 -21.5381 5.5912
H 1.1340 -19.3491 6.2071
H 1.2002 -20.0384 7.7137
H 3.4235 -19.7400 5.8160
H 3.1865 -18.5817 7.1602
H 3.8005 -20.3073 7.4256
C 0.2209 -22.1743 16.9165
C 1.0146 -20.9710 16.4454
O 1.3725 -21.2707 15.1459
P 2.7639 -20.6841 14.4915
O 3.0145 -21.1216 13.1123
O 2.5589 -19.1283 14.7236
C 1.5605 -18.2810 14.0896
C 0.3491 -17.8427 14.9077
O 3.9104 -21.1493 15.6328
C 5.1842 -20.5966 15.5439
C 5.8073 -20.9969 16.8734
H 0.0962 -22.1556 17.9991
H -0.8027 -22.3342 16.5778
H 0.7181 -23.1149 16.6796
H 0.3842 -20.0830 16.4915
H 1.8000 -20.7833 17.1775
H 2.0443 -17.4035 13.6607
H 1.0731 -18.7726 13.2476
H 0.6608 -17.5093 15.8975
H -0.1057 -17.0199 14.3559
H -0.3080 -18.7123 14.9182
H 5.7470 -21.0182 14.7110
H 5.1588 -19.5085 15.4849
H 5.2619 -20.4670 17.6543
H 5.6236 -22.0454 17.1080
H 6.8690 -20.7568 16.9304
C 3.4520 -27.3465 10.5869
O 4.1537 -26.1978 10.2096
C 3.7002 -25.0303 10.5599
O 2.6229 -24.7765 11.0911
O 4.6083 -24.2567 10.2378
C 4.6164 -22.8630 10.7071
H 3.4812 -27.5203 11.6625
H 3.8139 -28.2726 10.1403
H 2.3956 -27.3097 10.3211
H 4.1351 -22.8184 11.6840
H 3.9567 -22.2843 10.0605
H 5.6130 -22.4273 10.7782
C 4.5345 -19.0168 10.6220
O 5.6095 -19.9372 10.6645
C 6.5748 -19.8733 11.6093
O 6.5578 -19.0493 12.5583
O 7.4563 -20.8194 11.3873
C 8.4402 -21.1030 12.3635
H 3.6319 -19.4284 11.0736
H 4.4209 -18.6706 9.5947
H 4.8396 -18.1400 11.1932
H 9.3862 -21.3648 11.8896
H 8.1453 -21.9715 12.9524
H 8.5827 -20.2865 13.0714
*
```

=====

The following is a DFT calculation (wB97M-V/def2-TZVPD) of a structure of composition C28H72F3N6O12SSrV.

The value obtained for the maximum force is 3.319 eV/A. The total energy comes out at -109214.7023 eV. The value obtained for the gap between HOMO and LUMO (alpha / beta) is 7.0651 / 8.1355 eV. The highest occupied orbital energy (alpha / beta) comes out at -13.55 / -13.55 eV.

```
! RIJCOSX wB97M-V def2-TZVPD def2/J DEFGRID3
* xyz 2 3
Sr 2.1976 1.2462 -0.5107
V -3.5239 -0.7771 0.5614
C -4.1684 2.1157 -0.2130
O -3.8833 2.1992 1.1462
O -4.0133 0.8050 -0.5856
C -5.5284 2.6936 -0.6070
F -6.4896 2.0203 0.0433
F -5.6019 3.9827 -0.2240
F -5.7875 2.6938 -1.9086
C -3.1185 3.3407 1.5519
C -3.0614 3.3971 3.0492
H -2.6172 2.4808 3.4352
H -2.6917 4.3103 3.5087
H -4.0850 3.3309 3.4378
H -3.5163 4.2558 1.1085
H -2.1315 3.1616 1.1090
H -3.4263 2.6822 -0.8034
S -0.8412 -0.6556 0.9084
O -1.9966 0.0151 1.6073
O -0.1986 -1.5887 1.7955
O -1.7216 -1.3077 -0.1386
O 0.0541 0.3339 0.3340
C -0.8317 -5.4398 -0.3062
C -1.4742 -4.7357 -1.5055
C -1.9286 -5.7456 -2.5645
O -2.8295 -6.6320 -1.9773
C -3.7249 -7.2788 -2.8636
N -2.6043 -3.8876 -1.0442
H -1.2225 -6.4394 -0.1265
H -0.7323 -4.8546 0.6065
H 0.2160 -5.6233 -0.5844
H -0.7030 -4.1154 -1.9695
H -1.0495 -6.2058 -3.0247
H -2.4641 -5.1060 -3.2847
H -4.1723 -8.1407 -2.3761
H -3.2609 -7.6313 -3.7893
H -4.5017 -6.5427 -3.1069
H -3.3939 -4.1497 -1.6389
H -2.4822 -2.9327 -1.3703
C 0.3333 -1.7905 -3.3449
C 1.2418 -0.8990 -2.5283
C 2.6646 -0.8886 -3.0615
O 3.4712 -0.0096 -2.2355
C 4.8119 -0.0191 -2.7850
N 0.7125 0.5047 -2.5336
H 0.2022 -1.5127 -4.3932
H -0.6283 -1.8797 -2.8388
H 0.7398 -2.8041 -3.4477
H 1.3110 -1.2273 -1.4896
H 2.6811 -0.5625 -4.1055
H 2.9687 -1.9318 -2.9514
H 5.4840 -0.3937 -2.0167
H 5.0190 0.9868 -3.1456
H 4.9601 -0.6594 -3.6548
H 1.0955 0.7483 -3.4439
H -0.2999 0.4688 -2.5374
C 1.1060 2.2570 2.8775
C 0.8434 3.4120 1.9153
C 0.9255 4.7236 2.6904
O 0.8421 5.7995 1.8128
C 0.5461 7.0771 2.3647
N 1.9304 3.4750 0.8696
H 1.0623 1.3302 2.3020
H 0.3368 2.2728 3.6470
H 2.1121 2.3195 3.2984
H -0.0906 3.2367 1.3857
H 1.8271 4.7969 3.3177
H 0.1483 4.6516 3.4704
H 0.5879 7.7644 1.5227
H 1.2731 7.3880 3.1158
H -0.4811 7.0752 2.7350
H 2.7956 3.5090 1.4093
H 1.7160 4.3987 0.4946
C 3.2278 5.1029 -3.8129
C 2.6396 4.2059 -2.7196
C 1.1353 4.0252 -2.8007
O 0.6800 3.1699 -1.7657
C -0.7300 3.2031 -1.6350
N 3.2711 2.8752 -2.7260
H 2.9183 6.1406 -3.6844
H 2.9893 4.8047 -4.8336
H 4.3040 5.0551 -3.6476
H 2.7754 4.7306 -1.7708
H 0.8337 3.7978 -3.8312
H 0.7065 5.0034 -2.5412
H -1.0570 2.4447 -0.9234
H -1.2328 2.9262 -2.5700
H -1.0369 4.2131 -1.3508
H 4.1769 2.8428 -2.2804
H 3.2811 2.4668 -3.6496
C -2.4549 -4.3449 3.1778
C -3.3363 -3.0942 3.0445
C -2.7480 -1.9883 3.8816
O -3.8113 -1.0330 4.0336
C -3.4335 0.1324 4.7440
N -3.3981 -2.7644 1.5622
H -2.7302 -5.0414 2.3799
H -2.7806 -4.8648 4.0793
H -1.3877 -4.1369 3.1496
H -4.3195 -3.3618 3.4248
H -1.9033 -1.4959 3.4101
H -2.5710 -2.3094 4.9135
H -3.5155 -0.1515 5.8091
H -4.2203 0.8632 4.5902
H -2.3970 0.4737 4.7070
H -3.9493 -3.5511 1.2180
H -2.4697 -3.0438 1.2357
C 2.5366 -3.3886 -0.0517
C 3.2857 -2.4415 0.8980
C 4.7235 -2.3272 0.4889
O 5.4625 -1.6025 1.4556
C 6.7511 -1.2626 0.9907
N 2.5798 -1.1312 0.8832
H 2.7346 -3.1139 -1.0939
H 1.4579 -3.2178 -0.0213
H 2.8250 -4.4069 0.1920
H 3.1336 -2.8727 1.8909
H 4.7677 -1.7091 -0.4209
H 5.1899 -3.3055 0.3369
H 7.3372 -0.7562 1.7474
H 6.7147 -0.6657 0.0680
H 7.2359 -2.1929 0.6700
H 1.7187 -1.3409 1.3816
H 3.1502 -0.4530 1.3718
*
```